[1]
DFT (ωB97M-V/def2-TZVPD) results for C8H16CsO4S2 as an isolated structure.

Each line ends with the Löwdin charge.
CARTESIAN COORDINATES (ANGSTROEM)
Cs -26.35 4.13 -19.69  1.092
S -23.22 4.49 -16.95  0.704
S -26.23 8.17 -19.69  0.747
O -24.59 4.26 -17.35  -0.495
O -22.57 3.63 -15.94  -0.312
O -27.54 8.19 -20.34  -0.326
O -25.75 6.95 -18.95  -0.536
C -22.80 7.11 -17.47  -0.194
C -22.21 4.85 -18.35  -0.234
C -24.11 9.84 -20.37  -0.167
C -22.66 6.24 -18.75  -0.222
C -25.17 10.62 -19.46  -0.195
C -23.28 6.24 -16.35  -0.191
C -24.88 8.64 -21.01  -0.156
C -26.01 9.63 -18.63  -0.206
H -23.51 6.23 -19.43  0.075
H -25.57 8.91 -21.81  0.090
H -23.66 10.50 -21.10  0.117
H -22.64 6.09 -15.48  0.101
H -25.79 11.25 -20.10  0.113
H -23.35 9.39 -19.73  0.096
H -26.89 10.06 -18.16  0.117
H -23.50 7.92 -17.63  0.085
H -24.34 7.76 -21.36  0.090
H -24.26 6.50 -15.94  0.114
H -25.32 9.37 -17.82  0.089
H -21.18 4.83 -17.99  0.123
H -24.65 11.39 -18.89  0.116
H -21.82 7.54 -17.25  0.126
H -22.29 4.08 -19.12  0.118
H -21.84 6.57 -19.40  0.120

Net charge: +1
Electronic energy in eV: -38957.8835
ΔE to the lowest compared entry with this formula, charge and spin in kcal/mol: 32.6
HOMO in hartree: -0.4849
LUMO energy in eV: -3.036
HOMO-LUMO gap in eV: 10.16



[2]
DFT (ωB97M-V/def2-TZVPD) results for C8H16CsO4S2 as an isolated structure.

Each line ends with the Löwdin charge.
CARTESIAN COORDINATES (ANGSTROEM)
Cs 0.93 0.93 1.50  1.106
S 3.28 0.92 -3.94  0.699
S -2.41 -1.55 2.82  0.695
O 2.51 -0.24 -4.36  -0.326
O 3.61 1.94 -4.91  -0.306
O -1.11 -1.04 2.40  -0.533
O -2.51 -2.69 3.70  -0.291
C -4.77 -0.39 2.93  -0.208
C 2.48 1.66 -2.48  -0.231
C 3.08 0.90 -1.30  -0.286
C -4.60 -0.80 1.45  -0.197
C 4.74 0.27 -3.03  -0.194
C -3.37 -0.15 3.49  -0.207
C -3.45 -1.81 1.35  -0.202
C 4.58 0.72 -1.59  -0.208
H -3.71 -2.86 1.25  0.112
H 2.85 1.40 -0.36  -0.004
H -3.30 -0.21 4.58  0.112
H -5.50 -1.26 1.05  0.120
H -5.40 0.48 3.08  0.122
H 5.59 0.75 -3.52  0.107
H -2.84 0.71 3.08  0.095
H 5.01 -0.04 -0.93  0.119
H 2.77 2.71 -2.50  0.110
H 1.41 1.67 -2.67  0.106
H -2.77 -1.65 0.51  0.097
H 4.77 -0.80 -3.23  0.107
H 5.12 1.65 -1.39  0.124
H -4.41 0.09 0.86  0.117
H -5.21 -1.21 3.50  0.126
H 2.63 -0.10 -1.36  0.119

Net charge: +1
Electronic energy in eV: -38957.7516
ΔE to the lowest compared entry with this formula, charge and spin in kcal/mol: 35.6
HOMO in hartree: -0.4731
LUMO energy in eV: -3.606
HOMO-LUMO gap in eV: 9.27



[3]
DFT (ωB97M-V/def2-TZVPD) results for C8H16F6N3O6S2V as an isolated structure.

Each line ends with the Löwdin charge.
CARTESIAN COORDINATES (ANGSTROEM)
V 0.14 -0.28 1.06  1.213
S -2.08 -1.06 3.12  0.845
S -1.56 -2.14 0.72  0.867
F -3.51 -3.15 -0.77  0.284
F -2.25 -4.64 0.16  0.284
F -1.52 -3.51 -1.54  0.266
F -4.54 -0.38 3.56  0.255
F -3.49 0.86 2.11  0.190
F -3.06 1.06 4.23  0.239
O -1.83 -1.74 4.33  -0.122
O -0.17 1.64 0.76  -0.181
O -0.86 -0.21 2.62  -0.398
O -0.15 -2.34 1.17  -0.323
O 1.81 -0.39 0.72  -0.107
O -1.33 -0.79 -0.03  -0.337
N 3.99 -0.26 0.09  -0.072
N 3.38 -1.23 2.15  -0.078
N -2.55 -1.97 1.88  -0.249
C 4.56 -2.11 2.36  0.036
C 3.14 -0.64 1.00  -0.316
C -2.32 -3.56 -0.53  -0.641
C -0.60 2.28 -0.51  0.052
C 5.41 0.03 0.41  0.037
C 3.61 -0.06 -1.32  0.036
C 2.45 -1.13 3.27  0.024
C -3.44 0.25 3.28  -0.674
H 5.67 0.94 -0.12  0.121
H 5.31 -1.62 2.97  0.119
H 3.02 -1.22 4.20  0.129
H -0.33 2.23 1.51  0.157
H 2.70 -0.61 -1.55  0.098
H -0.28 1.63 -1.32  0.107
H 1.97 -0.15 3.30  0.101
H 1.71 -1.93 3.24  0.110
H -0.11 3.25 -0.57  0.122
H -1.69 2.38 -0.50  0.118
H 4.98 -2.40 1.40  0.106
H 3.48 1.00 -1.52  0.117
H 5.53 0.19 1.47  0.105
H 4.20 -3.00 2.87  0.120
H 4.42 -0.44 -1.94  0.122
H 6.05 -0.78 0.06  0.120

Net charge: +3
Electronic energy in eV: -88942.4693
Spin multiplicity: 2
HOMO (spin up / spin down) in hartree: -0.7164 / -0.7176
<S²>: 0.762
LUMO energy (spin up / spin down) in eV: -13.552 / -12.857
HOMO-LUMO gap (spin up / spin down) in eV: 5.94 / 6.67



[4]
DFT (ωB97M-V/def2-TZVPD) results for an isolated ion of composition C8H16FN2 and charge +1.

Each line ends with the Löwdin charge.
CARTESIAN COORDINATES (ANGSTROEM)
F -0.44 -2.29 -0.12  0.066
N 0.21 -0.61 -1.78  0.252
N -2.16 0.14 0.01  -0.242
C -1.71 -0.63 1.05  -0.179
C 2.67 -0.09 -0.25  -0.169
C 1.52 0.48 0.14  -0.041
C -0.39 -1.21 0.61  -0.260
C 3.92 0.29 0.40  -0.069
C -3.45 0.77 0.25  -0.043
C -1.10 1.01 -0.36  -0.069
C 0.18 -0.04 -0.37  -0.249
H 4.26 -0.44 1.11  0.087
H -3.88 1.36 -0.61  0.112
H -0.78 1.59 0.47  0.118
H -2.30 -1.53 1.21  0.148
H -1.63 -0.19 2.06  0.151
H -4.16 0.10 0.53  0.058
H 2.59 -0.96 -0.86  0.092
H 0.36 0.26 -2.25  0.163
H -0.61 -1.13 -2.04  0.166
H 4.78 0.37 -0.37  0.139
H 1.60 1.25 0.83  0.110
H -1.36 1.45 -1.32  0.139
H 0.32 -1.42 1.43  0.168
H -3.27 1.65 0.97  0.120
H 3.80 1.09 1.08  0.064
H 1.05 -1.25 -1.81  0.169

Net charge: +1
Electronic energy in eV: -14240.3161
Spin multiplicity: 3
ΔE to the lowest compared entry with this formula, charge and spin in kcal/mol: 39.0
HOMO (spin up / spin down) in hartree: -0.3439 / -0.4649
<S²>: 2.006
LUMO energy (spin up / spin down) in eV: -2.984 / -6.225
HOMO-LUMO gap (spin up / spin down) in eV: 6.37 / 6.43



[5]
DFT (ωB97M-V/def2-TZVPD) results for C8H16FN2O6S5Sr as an isolated structure.

Each line ends with the Löwdin charge.
CARTESIAN COORDINATES (ANGSTROEM)
Sr -7.53 1.27 2.32  1.842
S -5.02 -0.37 0.83  0.448
S -7.20 -0.50 0.61  0.663
S -2.87 0.69 -0.30  0.583
S 3.12 -2.71 -0.24  0.701
S 1.78 -0.73 -1.94  0.839
F -7.67 -1.72 -0.21  -0.070
O -4.55 -1.60 1.36  -0.226
O -2.15 0.10 0.80  -0.287
O -3.12 2.10 -0.10  -0.318
O -7.76 0.76 0.05  -0.405
O -7.75 -0.64 2.02  -0.629
O -4.84 0.71 1.85  -0.364
N 3.77 -0.10 -0.10  -0.183
N -4.38 -0.07 -0.57  -0.297
C 4.61 -0.56 1.03  -0.290
C -1.03 -0.76 -1.86  -0.259
C 0.23 -0.75 -0.95  -0.491
C 3.73 2.37 0.08  -0.068
C 3.00 -1.12 -0.64  -1.046
C 5.94 -1.25 0.57  -0.088
C 2.96 1.04 0.39  -0.240
C -1.85 0.56 -1.78  -0.216
H -1.72 -1.56 -1.53  0.113
H 0.21 0.07 -0.22  0.059
H 6.11 -2.14 1.17  0.070
H 4.30 2.30 -0.85  0.079
H -2.44 0.68 -2.70  0.113
H -1.16 1.42 -1.75  0.121
H 2.78 0.98 1.47  0.124
H 4.93 0.36 1.55  0.106
H 1.99 1.14 -0.10  0.067
H 6.76 -0.52 0.71  0.070
H 4.40 2.58 0.93  0.067
H 0.20 -1.67 -0.34  0.078
H -0.71 -0.94 -2.89  0.101
H 3.00 3.19 0.04  0.070
H 4.06 -1.15 1.78  0.099
H 5.85 -1.46 -0.50  0.063

Net charge: +1
Electronic energy in eV: -81537.4306
HOMO in hartree: -0.3485
LUMO energy in eV: -5.626
HOMO-LUMO gap in eV: 3.86



[6]
DFT (ωB97M-V/def2-TZVPD) results for C8H16HfI2NO7P as an isolated structure.

Each line ends with the Löwdin charge.
CARTESIAN COORDINATES (ANGSTROEM)
Hf 5.40 -2.47 0.34  1.896
I -0.29 3.30 1.22  1.399
I -4.16 1.26 1.77  1.516
P 0.91 1.06 -2.82  0.455
O 4.52 -2.02 -1.99  0.007
O -0.03 2.26 -2.38  -0.120
O -0.57 -1.12 1.16  -0.105
O 0.65 -1.43 -1.63  -0.094
O 2.27 1.53 -3.00  -0.171
O 0.28 0.42 -4.10  -0.025
O 3.21 -0.48 -1.51  0.010
N 3.88 -1.51 -1.10  -0.256
C 2.18 0.07 -0.58  -0.041
C -0.57 -2.33 0.34  -0.097
C -1.67 2.09 3.67  -0.156
C -0.56 -2.01 -1.15  -0.116
C -2.11 0.88 1.39  -0.718
C 0.85 -0.08 -1.34  -0.318
C -1.14 1.64 2.31  -0.775
C -1.90 -0.70 1.38  -0.219
H -2.33 -1.16 2.27  0.153
H -1.46 -2.91 0.58  0.151
H 2.39 1.12 -0.37  0.141
H -0.66 -2.95 -1.69  0.160
H 0.05 -0.52 -4.01  0.118
H -0.88 2.63 4.20  0.099
H -0.30 0.98 2.52  0.089
H -0.23 2.83 -3.15  0.132
H 0.30 -2.91 0.61  0.144
H -2.51 2.78 3.61  0.064
H 0.04 0.28 -0.69  0.109
H -2.50 -1.06 0.54  0.119
H 2.20 -0.48 0.35  0.125
H -1.45 -1.42 -1.39  0.146
H -1.92 1.21 0.36  0.065
H -1.87 1.21 4.28  0.112

Net charge: +4
Electronic energy in eV: -51117.9176
HOMO in hartree: -0.7741
LUMO energy in eV: -18.232
HOMO-LUMO gap in eV: 2.83



[7]
DFT (ωB97M-V/def2-TZVPD) results for one molecule with the formula C8H16N2O.

Each line ends with the Löwdin charge.
CARTESIAN COORDINATES (ANGSTROEM)
O -1.77 1.79 1.15  -0.024
N -1.77 -1.25 -0.15  0.141
N -1.84 0.11 -0.50  -0.173
C -0.08 -2.72 0.70  -0.048
C -0.69 -1.40 0.49  -0.367
C 1.40 -0.38 -1.35  -0.060
C -3.25 0.44 -0.81  -0.047
C -1.00 0.97 0.24  -0.328
C 1.98 1.42 0.36  -0.067
C 1.42 0.01 0.14  -0.368
C 0.02 -0.08 0.83  -0.131
H 0.07 -0.04 1.91  0.144
H 0.84 -1.38 -1.32  0.078
H 2.04 1.90 -0.53  0.041
H -3.82 -0.30 -0.26  0.069
H 0.23 -2.81 1.81  0.106
H -3.36 0.26 -1.88  0.068
H 2.09 -0.76 0.52  0.126
H 3.01 1.29 0.73  0.090
H 2.30 -0.58 -1.86  0.050
H -0.81 -3.53 0.47  0.092
H 0.72 0.36 -1.98  0.121
H -1.29 2.56 1.49  0.095
H -3.60 1.49 -0.62  0.092
H 1.63 1.98 1.19  0.067
H -0.54 1.66 -0.53  0.157
H 0.85 -2.78 0.11  0.075

Net charge: 0
Electronic energy in eV: -13581.0285
ΔE to the lowest compared entry with this formula, charge and spin in kcal/mol: 57.9
HOMO in hartree: -0.2917
SMILES: CC1=NN(C)[C@@H](O)[C@@H]1C(C)C
LUMO energy in eV: 0.760
HOMO-LUMO gap in eV: 8.70



[8]
DFT (ωB97M-V/def2-TZVPD) results for one molecule with the formula C8H16N2O3S.

Each line ends with the Löwdin charge.
CARTESIAN COORDINATES (ANGSTROEM)
S 4.85 -0.23 -1.11  0.718
O -1.33 -2.68 0.26  0.102
O -1.80 -1.88 -1.78  0.128
O 0.79 -1.24 1.42  0.044
N 3.35 -0.43 1.64  0.062
N 0.14 -0.03 -0.29  0.127
C -1.48 -1.69 -0.64  -0.495
C 1.12 -0.38 0.60  -0.393
C -3.69 0.18 -0.03  -0.067
C 2.52 0.12 0.53  -0.355
C -1.25 -0.26 -0.09  -0.219
C 3.02 -0.14 -0.91  -0.494
C -2.38 0.77 -0.59  -0.331
C -2.00 2.08 0.11  -0.088
H 2.73 -0.98 2.18  0.040
H 2.62 0.62 -1.56  0.062
H -2.38 0.94 -1.72  0.163
H -4.50 0.81 -0.25  0.055
H -3.59 0.02 1.09  0.112
H -1.84 1.84 1.16  0.073
H 2.69 -1.14 -1.23  0.088
H 5.04 1.12 -0.92  -0.118
H -0.53 -2.40 0.77  0.090
H 2.54 1.14 0.63  0.109
H -1.03 2.46 -0.20  0.061
H -1.31 -0.35 1.04  0.162
H -2.81 2.89 -0.01  0.111
H 4.10 -1.03 1.26  0.041
H -4.03 -0.81 -0.44  0.097
H 0.43 0.67 -0.90  0.112

Net charge: 0
Electronic energy in eV: -28513.4136
ΔE to the lowest compared entry with this formula, charge and spin in kcal/mol: 31.5
HOMO in hartree: -0.3563
SMILES: CC(C)[C@H](NC(=O)[C@@H](N)CS)C(=O)O
LUMO energy in eV: 0.358
HOMO-LUMO gap in eV: 10.05